Record 1
Molecular formula: C9H8NO4
Method: DFT, ωB97M-V/def2-TZVPD

Last column: Löwdin charge in e.
CARTESIAN COORDINATES (ANGSTROEM)
C  -1.78  1.85  -0.71  -0.16
N  -2.06  1.93  0.78  -0.17
C  -1.91  0.59  1.47  -0.21
C  -0.50  -0.14  1.06  -0.10
C  -0.54  -1.62  0.75  0.05
C  0.94  -2.26  0.29  -0.17
O  1.38  -3.45  0.72  -0.04
C  1.83  -1.25  -0.70  0.00
C  2.66  -1.75  -2.03  -0.42
O  2.14  -1.39  -3.23  -0.17
O  3.92  -2.53  -1.98  -0.27
C  1.87  0.24  -0.39  0.05
C  0.95  0.67  0.94  -0.20
O  1.35  1.61  1.81  -0.07
H  -0.64  2.17  -0.85  0.09
H  -2.41  2.61  -1.36  0.08
H  -1.88  0.79  -1.18  0.10
H  -1.40  2.65  1.20  0.11
H  -2.78  -0.10  1.04  0.13
H  -2.08  0.64  2.64  0.13
H  -1.53  -2.26  0.79  0.12
H  2.46  1.00  -1.05  0.13

Values from the calculation:
Total charge: -1
M: 194.2 g/mol
Gap between HOMO and LUMO: 0.2220 hartree
SMILES: CNCC1=CC(=O)C(C(=O)[O-])=CC1=O
Energy relative to the best compared isomer or geometry (same formula, charge and spin): 115.5 kcal per mole
2S+1: 1

=====

Record 2
Molecular formula: C9H8NO5
Method: DFT, ωB97M-V/def2-TZVPD

Last column: Löwdin charge in e.
CARTESIAN COORDINATES (ANGSTROEM)
C  -2.94  -0.42  0.20  -0.10
C  -2.07  -0.74  1.23  -0.09
C  -2.43  -0.38  -1.05  -0.12
C  -0.73  -0.83  0.96  -0.02
C  -1.11  -0.48  -1.37  -0.02
C  -0.21  -0.72  -0.34  -0.15
C  2.31  -0.90  0.55  -0.52
C  1.69  1.71  0.06  -0.03
C  1.23  -0.75  -0.59  -0.25
N  0.46  2.02  0.28  -0.52
O  2.11  -1.23  1.67  0.11
O  3.50  -0.71  -0.03  0.06
O  -0.02  2.03  1.46  -0.10
O  -0.33  2.29  -0.73  -0.12
O  1.74  -0.74  -1.73  0.01
H  -4.02  -0.23  0.51  0.12
H  -2.43  -0.98  2.20  0.09
H  -3.16  0.13  -1.71  0.12
H  -0.19  -1.13  1.83  0.10
H  -0.78  -0.48  -2.37  0.11
H  2.30  1.42  0.96  0.12
H  1.81  1.70  -0.97  0.07
H  3.26  -0.56  -1.02  0.12

Values from the calculation:
Total charge: -1
M: 210.2 g/mol
Gap between HOMO and LUMO (alpha / beta): 0.2575 / 0.2575 hartree
Energy relative to the best compared isomer or geometry (same formula, charge and spin): 35.9 kcal per mole
2S+1: 1

=====

Record 3
Molecular formula: C9H8OSe
Method: DFT, ωB97M-V/def2-TZVPD

Last column: Löwdin charge in e.
CARTESIAN COORDINATES (ANGSTROEM)
C  2.84  1.06  -0.09  -0.07
C  1.83  1.96  0.37  -0.06
C  2.44  -0.11  -0.70  -0.02
C  0.48  1.70  0.29  -0.03
C  0.63  -1.80  -0.48  0.20
C  1.07  -0.53  -0.59  -0.30
C  0.18  0.48  -0.12  -0.23
C  -2.01  0.95  -0.51  -0.46
C  -3.26  -1.59  0.60  -0.36
O  -1.12  0.02  -0.42  -0.20
Se  -3.60  0.25  0.02  0.99
H  3.92  1.52  0.00  0.14
H  2.20  2.88  0.86  0.12
H  3.10  -0.78  -1.22  0.11
H  -0.30  2.36  0.72  0.13
H  1.16  -2.62  -0.90  0.01
H  -3.78  -1.88  1.58  0.06
H  -3.58  -2.22  -0.17  -0.01
H  -2.22  -1.68  0.76  -0.02

Values from the calculation:
M: 211.1 g/mol
Gap between HOMO and LUMO (alpha / beta): 0.2476 / 0.2626 hartree
Energy relative to the best compared isomer or geometry (same formula, charge and spin): 93.8 kcal per mole
2S+1: 1

=====

Record 4
Molecular formula: C9H9BNO12PS
Method: DFT, ωB97M-V/def2-TZVPD

Last column: Löwdin charge in e.
CARTESIAN COORDINATES (ANGSTROEM)
N  -0.48  0.32  0.62  0.18
B  -0.41  -0.68  -0.49  -0.41
O  0.62  -0.47  -1.49  0.08
C  -1.36  -2.00  -0.64  -0.37
O  -1.01  -2.83  -1.77  -0.05
O  -0.93  -2.83  0.50  0.07
C  -2.17  -3.39  1.01  -0.38
O  -2.43  -4.55  1.34  0.14
O  -3.05  -2.22  0.96  -0.06
C  -2.96  -1.89  -0.48  -0.61
S  -3.70  -3.32  -1.43  0.85
P  -3.87  -0.28  -0.88  0.68
O  -5.31  -0.58  -1.37  -0.38
O  -3.94  0.67  0.52  -0.16
O  -3.09  0.51  -2.19  -0.14
H  -1.21  1.02  0.45  0.08
H  -0.54  -0.11  1.55  0.10
H  1.28  -1.21  -1.42  0.13
H  -1.00  -2.23  -2.56  0.12
H  -5.09  -3.16  -1.44  -0.08
H  -4.48  0.19  1.20  0.10
H  -2.79  -0.25  -2.77  0.09
C  5.32  2.84  0.88  -0.04
C  4.46  3.89  0.73  -0.47
C  2.98  3.47  0.79  -0.38
O  2.04  4.27  0.75  -0.04
C  2.67  2.04  0.89  -0.04
C  3.53  0.99  1.02  -0.46
C  5.01  1.42  1.07  -0.38
O  5.94  0.64  1.26  -0.05
O  3.26  -0.24  1.11  -0.12
O  4.73  5.11  0.57  -0.12
H  6.39  3.04  0.86  0.08
H  1.60  1.83  0.86  0.06

Values from the calculation:
Total charge: -2
M: 397.0 g/mol
Gap between HOMO and LUMO: 0.0997 hartree
2S+1: 1

=====

Record 5
Molecular formula: C9H9Cl2N3O2
Method: DFT, ωB97M-V/def2-TZVPD

Last column: Löwdin charge in e.
CARTESIAN COORDINATES (ANGSTROEM)
O  -1.14  0.41  -2.84  0.00
O  -1.92  -0.27  1.06  0.06
Cl  4.04  -3.36  1.49  0.59
Cl  3.50  -0.48  2.32  0.69
N  -0.68  -0.52  -2.17  0.04
C  -1.49  0.25  0.01  -0.42
C  1.68  -3.21  0.01  -0.08
C  0.61  -2.58  -0.60  0.01
C  1.26  -0.63  0.72  0.00
C  2.51  -2.54  0.93  -0.61
C  2.35  -1.27  1.29  -0.71
C  0.36  -1.26  -0.20  -0.21
N  -0.69  -0.58  -0.75  -0.01
N  -1.39  1.66  0.02  -0.10
C  -0.47  2.51  -0.77  -0.07
C  -2.48  2.51  0.65  -0.03
H  1.85  -4.26  -0.21  0.11
H  0.04  -3.03  -1.41  0.12
H  1.12  0.35  1.12  0.11
H  -0.90  2.74  -1.77  0.08
H  -0.28  3.45  -0.28  0.08
H  0.50  2.07  -0.98  0.08
H  -2.22  2.91  1.65  0.10
H  -2.80  3.30  -0.01  0.07
H  -3.36  1.83  0.70  0.09

Values from the calculation:
M: 262.1 g/mol
Gap between HOMO and LUMO: 0.3251 hartree
SMILES: CN(C)C(=O)N(N=O)c1ccc(Cl)c(Cl)c1
Energy relative to the best compared isomer or geometry (same formula, charge and spin): 30.3 kcal per mole
2S+1: 1

=====

Record 6
Molecular formula: C9H9Cl4N3S
Method: DFT, ωB97M-V/def2-TZVPD

Last column: Löwdin charge in e.
CARTESIAN COORDINATES (ANGSTROEM)
C  -1.39  -0.80  -0.30  -0.11
C  -0.39  -0.15  -1.30  -0.25
N  1.03  -0.49  -1.02  0.00
C  1.65  0.43  -0.13  -0.26
C  2.22  -0.10  1.12  -0.02
C  2.81  0.68  2.06  -0.02
C  2.87  2.10  1.82  -0.36
N  3.37  3.06  2.61  -0.24
S  3.13  4.45  1.81  0.97
N  2.43  3.95  0.42  -0.23
C  2.33  2.62  0.58  -0.37
C  1.72  1.77  -0.40  0.02
H  -1.44  -0.26  0.66  0.08
H  -2.39  -0.70  -0.77  0.03
H  -1.16  -1.87  -0.19  0.05
H  -0.62  -0.46  -2.34  0.11
H  -0.59  0.93  -1.26  0.10
H  0.99  -1.36  -0.49  0.09
H  2.17  -1.17  1.31  0.11
H  3.23  0.29  2.99  0.12
H  1.31  2.13  -1.35  0.12
C  -4.66  -3.01  -1.17  -2.05
Cl  -3.75  -3.09  -2.69  0.52
Cl  -6.05  -4.10  -1.25  0.53
Cl  -3.60  -3.49  0.17  0.53
Cl  -5.22  -1.35  -0.91  0.53

Values from the calculation:
M: 333.1 g/mol
Gap between HOMO and LUMO: 0.2948 hartree
2S+1: 1

=====

Record 7
Molecular formula: C9H9EuN7OS7Sb
Method: DFT, ωB97M-V/def2-TZVPD

Last column: Löwdin charge in e.
CARTESIAN COORDINATES (ANGSTROEM)
Eu  0.95  -0.76  -0.26  1.03
S  -0.25  -2.72  -4.49  -0.47
Sb  1.18  -3.28  -2.73  0.02
S  -0.16  -3.18  -0.70  -0.37
S  2.54  -1.25  -2.42  -0.35
O  1.56  2.79  6.09  -0.13
C  1.36  2.18  5.05  -1.07
S  0.87  2.93  3.54  0.90
C  0.91  1.49  2.51  -1.20
C  1.29  0.35  3.11  -1.20
S  1.43  -1.27  2.43  0.32
S  1.69  0.47  4.83  0.90
S  0.44  1.76  0.84  0.35
N  -1.56  0.27  -3.98  0.00
C  -0.36  0.24  -3.41  -0.27
N  -0.51  0.14  -2.11  0.00
C  -1.86  0.01  -1.96  -0.34
N  -2.54  0.10  -3.07  0.13
C  -2.45  -0.29  -0.65  -0.22
C  -3.82  -0.26  -0.42  -0.08
N  -4.35  -0.56  0.76  0.07
C  -3.48  -0.88  1.72  -0.12
C  -2.11  -0.90  1.51  -0.12
N  -1.60  -0.61  0.32  -0.03
H  -1.76  0.09  -4.95  0.13
H  0.59  0.24  -3.93  0.07
H  -4.49  0.00  -1.23  0.11
H  -3.89  -1.12  2.70  0.10
H  -1.40  -1.16  2.28  0.07
N  3.96  1.25  -0.78  -0.08
N  3.35  0.48  0.30  -0.19
H  3.22  1.89  -1.05  0.03
H  3.96  0.58  -1.55  -0.06
H  3.20  1.13  1.05  0.03
H  4.07  -0.15  0.64  0.06

Values from the calculation:
Total charge: -2
M: 729.4 g/mol
Gap between HOMO and LUMO (alpha / beta): 0.2066 / 0.2072 hartree
Energy relative to the best compared isomer or geometry (same formula, charge and spin): 3.6 kcal per mole
2S+1: 7

=====

Record 8
Molecular formula: C9H9F2NS
Method: DFT, ωB97M-V/def2-TZVPD

Last column: Löwdin charge in e.
CARTESIAN COORDINATES (ANGSTROEM)
C  1.79  2.48  -0.05  -0.12
C  2.37  2.88  1.12  -0.40
C  1.23  1.12  0.02  -0.26
C  1.51  0.48  1.31  -0.35
C  0.40  0.62  -0.94  -0.08
C  1.42  -0.79  1.77  -0.37
C  -1.28  -1.13  -0.76  -0.40
C  -1.57  -2.46  -1.43  -0.03
C  -2.37  -0.31  -0.17  -0.03
N  -0.10  -0.68  -1.00  0.08
F  0.66  -1.83  1.31  0.09
F  1.94  -1.20  2.88  0.13
S  2.25  1.72  2.39  0.98
H  1.94  2.93  -0.99  0.09
H  2.87  3.72  1.30  0.01
H  0.23  1.15  -1.88  0.13
H  -0.67  -2.88  -1.87  0.08
H  -2.50  -2.22  -2.02  0.10
H  -2.00  -3.21  -0.76  0.07
H  -2.95  0.06  -1.13  0.14
H  -2.14  0.51  0.57  0.10
H  -3.04  -0.96  0.32  0.05

Values from the calculation:
M: 201.2 g/mol
Gap between HOMO and LUMO: 0.2819 hartree
SMILES: CC(C)=N/C=c1/ccsc1=C(F)F
Energy relative to the best compared isomer or geometry (same formula, charge and spin): 25.3 kcal per mole
2S+1: 1

=====

Record 9
Molecular formula: C9H9F3O2
Method: DFT, ωB97M-V/def2-TZVPD

Last column: Löwdin charge in e.
CARTESIAN COORDINATES (ANGSTROEM)
C  3.74  0.77  -0.07  -0.05
C  2.59  0.87  0.74  -0.02
C  3.38  -0.04  -1.14  -0.07
C  1.62  0.11  0.18  -0.26
C  -2.69  -1.10  -0.84  0.03
C  -2.31  0.04  -0.25  -0.14
C  0.27  -0.21  0.61  -0.16
C  -1.00  0.74  -0.45  -0.07
C  -1.13  2.11  0.10  -0.56
O  2.05  -0.40  -1.03  0.01
O  0.03  -1.60  0.65  -0.01
F  -2.28  2.74  -0.40  0.08
F  -0.10  2.86  -0.28  0.14
F  -1.22  2.27  1.49  0.09
H  4.55  1.38  0.19  0.09
H  2.68  1.50  1.67  0.15
H  3.92  -0.09  -2.05  0.10
H  -3.59  -1.46  -0.45  0.03
H  -2.12  -1.83  -1.39  0.06
H  -2.94  0.52  0.52  0.12
H  0.04  0.27  1.56  0.14
H  -0.53  0.80  -1.45  0.15
H  0.20  -2.04  -0.24  0.13

Values from the calculation:
M: 206.2 g/mol
Gap between HOMO and LUMO (alpha / beta): 0.2194 / 0.2689 hartree
Energy relative to the best compared isomer or geometry (same formula, charge and spin): 42.4 kcal per mole
2S+1: 3

=====

Record 10
Molecular formula: C9H9F5N4O4STb
Method: DFT, ωB97M-V/def2-TZVPD

Last column: Löwdin charge in e.
CARTESIAN COORDINATES (ANGSTROEM)
Tb  0.46  0.27  -0.16  1.64
O  -2.81  -3.83  2.79  0.15
C  -1.92  -3.33  3.63  -0.49
O  -1.69  -3.80  4.70  0.14
C  -1.11  -2.14  3.17  -0.01
C  -0.22  -1.49  4.03  0.05
N  0.35  -0.50  3.35  0.05
N  -0.09  -0.45  2.07  -0.05
C  -0.98  -1.46  1.96  -0.14
C  -1.65  -1.68  0.64  -0.54
O  -2.70  -2.30  0.57  0.11
O  -1.05  -1.14  -0.37  -0.21
H  -2.87  -3.34  1.94  0.07
H  0.00  -1.69  5.06  0.15
H  1.03  0.18  3.69  0.18
C  -4.11  -0.32  -2.26  -0.03
N  -2.99  0.59  -2.12  -0.02
C  -2.67  1.21  -0.99  -0.86
N  -3.43  1.09  0.09  0.16
S  -1.25  2.21  -0.92  0.60
H  -4.12  -0.68  -3.29  0.10
H  -5.05  0.20  -2.08  0.10
H  -3.99  -1.17  -1.59  0.09
H  -2.37  0.74  -2.90  0.14
H  -4.28  0.55  0.09  0.12
H  -3.21  1.64  0.91  0.12
F  4.06  0.74  -0.68  0.10
C  2.83  0.31  -0.46  -0.29
F  1.97  0.86  -1.65  -0.23
C  2.68  -1.24  -0.69  -0.60
F  1.64  -1.51  -1.55  0.07
F  2.19  -1.73  0.52  0.06
F  3.72  -1.93  -1.03  0.23

Values from the calculation:
Total charge: +1
M: 523.2 g/mol
Gap between HOMO and LUMO (alpha / beta): 0.3523 / 0.3560 hartree
2S+1: 7

=====

no.,energy (eV)
1,-19135.0451
2,-21187.7837
3,-76848.7341
4,-56339.6033
5,-43085.2639
6,-74873.4290
7,-123677.0578
8,-27236.2604
9,-21720.1248
10,-70483.0503